[1]
Here is a structure of composition C9H6CuF5N2S from OMol25. Energies are from ωB97M-V/def2-TZVPD.

ORCA input file:
```
! wB97M-V def2-TZVPD RIJCOSX def2/J DEFGRID3
* xyz 0 1
Cu -0.4659 -1.3011 -0.6687
F 0.7334 -0.9079 6.0543
C 0.4304 -1.3546 4.8329
C 0.0722 -2.6762 4.6365
F 0.0291 -3.5084 5.6800
C -0.2395 -3.1287 3.3684
F -0.5780 -4.4154 3.2411
C -0.2150 -2.3040 2.2427
S -0.6357 -2.9747 0.6728
C 0.1510 -0.9860 2.4873
F 0.2102 -0.0941 1.4744
C 0.4694 -0.5065 3.7442
F 0.8134 0.7756 3.9094
C -0.6649 3.2184 -3.3196
N 0.0279 1.9495 -3.5300
C 0.6019 1.6856 -4.8469
C -0.1723 0.9563 -2.6983
N -0.3265 0.0847 -1.9597
H 0.0242 4.0365 -3.5253
H -0.9932 3.2858 -2.2862
H -1.5306 3.3008 -3.9798
H 1.3181 2.4708 -5.0854
H -0.1776 1.6639 -5.6112
H 1.1180 0.7298 -4.8330
*
```

For the calculated total energy, the calculation gives -81472.0089 eV. The value obtained for the orbital gap is 7.49 eV.

---

[2]
Here is the ion C5H11N2O with charge +1 from OMol25. Energies are from ωB97M-V/def2-TZVPD.

ORCA input file:
```
! wB97M-V def2-TZVPD RIJCOSX def2/J DEFGRID3
* xyz 1 1
C -3.0980 -0.0376 0.5336
O -1.7673 0.5495 0.3186
C -0.8662 0.1526 -0.6329
C 0.4642 0.9796 -0.4363
N 1.3986 0.0562 0.1339
C 2.7492 0.3818 0.5160
C 0.9703 -1.1674 -0.1530
N -0.2793 -1.1920 -0.5256
H -3.9079 0.1247 -0.1473
H -3.2153 0.2771 1.5353
H -3.0209 -1.1648 0.5444
H -1.0185 0.2826 -1.7027
H 0.7953 1.3214 -1.4300
H 0.3980 1.8115 0.2858
H 3.2526 0.8839 -0.2339
H 2.8704 1.1718 1.3814
H 3.2816 -0.4567 0.9506
H 1.6437 -1.9865 -0.0204
H -0.6505 -1.9878 -0.9176
*
```

For the calculated total energy, the calculation gives -10383.2737 eV. Its SMILES is CO[C@H]1CN(C)C=[NH+]1. The value obtained for the orbital gap is 10.78 eV.

---

[3]
Here is a cluster of 2 separate species, C4H11NO3 in total from OMol25. Energies are from ωB97M-V/def2-TZVPD.

ORCA input file:
```
! wB97M-V def2-TZVPD RIJCOSX def2/J DEFGRID3
* xyz 0 1
C 0.0255 2.6283 0.2012
N -0.1083 1.1855 0.2086
C -1.2295 0.6405 -0.3507
O -1.3074 -0.4898 -0.7804
C 1.1460 0.4480 0.0371
C 1.9939 0.5207 1.2787
O 2.6580 1.7868 1.3081
H 0.1464 3.0206 1.2148
H 0.8406 2.9054 -0.4554
H -0.9357 3.0451 -0.0733
H -2.0976 1.3196 -0.3649
H 1.6922 0.8279 -0.8120
H 0.9120 -0.5866 -0.1970
H 1.3220 0.3909 2.0945
H 2.7567 -0.2597 1.2948
H 2.7760 2.0766 2.2153
O -2.7682 -5.6786 -1.9202
H -2.6688 -6.4108 -1.3038
H -3.1405 -4.9196 -1.4720
*
```

For the calculated total energy, the calculation gives -11958.4929 eV. Its SMILES is CN(C=O)CCO.O. The value obtained for the orbital gap is 10.23 eV.

---

[4]
Here is a cluster of 2 separate species, C3H12N2 in total from OMol25. Energies are from ωB97M-V/def2-TZVPD.

ORCA input file:
```
! wB97M-V def2-TZVPD RIJCOSX def2/J DEFGRID3
* xyz 0 1
N -2.8776 0.8222 0.6511
C -1.4764 0.8158 0.5533
N -0.7739 1.2189 1.7592
H -3.4798 1.6730 0.7920
H -3.2177 0.1411 1.4150
H -1.1995 1.4649 -0.2475
H -1.2847 -0.2971 0.2787
H -1.3220 1.4346 2.5322
H -0.2546 2.0979 1.7098
C 1.9723 -1.8754 -1.6958
C 1.9682 -0.4995 -0.6055
H 2.9663 -1.9977 -2.2343
H 1.7645 -2.8788 -1.1945
H 1.4237 -1.6608 -2.5994
H 2.5929 -0.5841 0.3498
H 0.8580 -0.3266 -0.3818
H 2.3404 0.4517 -1.0823
*
```

For the calculated total energy, the calculation gives -6283.9896 eV. Its SMILES is NCN.CC. The value obtained for the orbital gap is 10.02 eV.

---

[5]
Here is a cluster of 4 separate species, C3H11O4S in total from OMol25. Energies are from ωB97M-V/def2-TZVPD.

ORCA input file:
```
! wB97M-V def2-TZVPD RIJCOSX def2/J DEFGRID3
* xyz -1 1
O -1.3008 1.2050 -3.4269
C -0.8798 0.8201 -2.3443
C -0.9069 -0.6200 -1.9742
C 0.1613 -1.0380 -0.9093
S 0.3070 0.1623 0.5395
H -0.7349 1.5877 -1.6075
H -1.9057 -0.8815 -1.6209
H -0.8593 -1.2311 -2.8745
H 0.0015 -2.0495 -0.5371
H 1.1913 -1.1050 -1.2687
H 1.3076 1.8625 -0.9569
H 1.8610 3.3491 -0.6850
O 1.2423 2.8099 -1.1789
H -0.6833 -0.5814 2.4839
H -1.3820 -0.8549 3.9492
O -1.0591 -1.2222 3.1273
H 0.7949 -1.7284 3.1174
H 1.0982 -2.2520 4.4741
O 1.5530 -2.0455 3.6577
*
```

For the calculated total energy, the calculation gives -22315.6157 eV. The value obtained for the orbital gap is 6.82 eV.

---

[6]
Here is a structure of composition C40H30BrCaF4I2N3O2P2S3 from OMol25. Energies are from ωB97M-V/def2-TZVPD.

ORCA input file:
```
! wB97M-V def2-TZVPD RIJCOSX def2/J DEFGRID3
* xyz -2 1
Ca -0.0675 -0.4756 0.5808
C -4.7368 3.1109 -1.0914
S -4.4632 2.2856 0.4967
C -2.8711 1.5925 0.3221
S -2.6912 0.1140 -0.5947
N -1.8727 2.2182 0.9599
N -0.7069 1.6886 0.9907
C 0.2482 2.4064 1.7384
C 1.4802 1.8874 2.0012
C 2.4784 2.6540 2.7364
C 3.7088 2.1616 2.9891
C 4.0587 0.8430 2.5527
C 3.0784 0.1497 1.8937
N 1.8518 0.5822 1.5770
H -5.6475 3.7037 -0.9848
H -4.8681 2.3954 -1.9009
H -3.9043 3.7706 -1.3325
H -0.0465 3.3706 2.1398
H 2.2014 3.6505 3.0650
H 4.4309 2.7672 3.5286
H 5.0181 0.3938 2.7630
H 3.2840 -0.8760 1.5837
F 6.9273 -3.2204 0.1093
C 5.9595 -2.4885 -0.4495
C 6.2726 -1.3742 -1.1928
F 7.5455 -1.0210 -1.3834
C 5.2450 -0.6397 -1.7662
F 5.6414 0.3795 -2.5385
C 3.9036 -0.9580 -1.6051
P 2.6737 0.1430 -2.5105
C 3.3534 1.8015 -2.2768
C 3.3198 2.3300 -0.9900
C 3.7467 3.6304 -0.7722
C 4.1860 4.4042 -1.8365
C 4.2034 3.8807 -3.1222
C 3.7902 2.5760 -3.3443
C 2.8910 -0.3153 -4.2489
C 1.9110 0.1712 -5.1215
C 1.9480 -0.1598 -6.4656
C 2.9547 -0.9855 -6.9456
C 3.9237 -1.4798 -6.0833
C 3.8924 -1.1470 -4.7376
C 3.6055 -2.1103 -0.8545
Br 1.8951 -2.7877 -0.4321
C 4.6329 -2.8537 -0.2899
F 4.3928 -3.9427 0.4415
H 2.9350 1.7459 -0.1624
H 3.7084 4.0279 0.2339
H 4.5034 5.4263 -1.6680
H 4.5300 4.4897 -3.9552
H 3.8041 2.1674 -4.3470
H 1.0881 0.7796 -4.7617
H 1.1589 0.2146 -7.1071
H 2.9744 -1.2591 -7.9935
H 4.7009 -2.1380 -6.4519
H 4.6483 -1.5527 -4.0773
O -2.0680 -4.3013 1.4126
C -1.7751 -3.1390 1.6481
O -0.8780 -2.4362 1.0513
C -2.4985 -2.3915 2.7966
P -1.6572 -0.7903 3.0918
C -0.1331 -1.3057 3.9881
C 0.3498 -2.6084 4.0296
C 1.5789 -2.8882 4.6183
C 2.3442 -1.8689 5.1610
C 1.8747 -0.5609 5.1139
C 0.6506 -0.2855 4.5333
C -2.5695 -0.0045 4.4709
C -3.3592 1.1005 4.1648
C -4.1005 1.7299 5.1572
C -4.0527 1.2669 6.4620
C -3.2586 0.1691 6.7785
C -2.5232 -0.4604 5.7884
H -2.5393 -3.0370 3.6770
H -3.5233 -2.1849 2.4785
H -0.2144 -3.4222 3.5930
H 1.9405 -3.9094 4.6318
H 3.3137 -2.0832 5.5937
H 2.4795 0.2535 5.4926
H 0.3165 0.7446 4.4598
H -3.3779 1.4812 3.1488
H -4.7071 2.5898 4.9018
H -4.6261 1.7617 7.2368
H -3.2109 -0.1940 7.7982
H -1.8957 -1.3083 6.0385
S 0.8010 0.1099 -2.0272
I -2.4531 0.7525 -3.0758
I -1.5798 1.7003 -6.2750
*
```

For the calculated total energy, the calculation gives -217174.2734 eV. The value obtained for the orbital gap is 4.23 eV.

---

[7]
Here is a structure of composition C25H28InN4O6SSe2 from OMol25. Energies are from ωB97M-V/def2-TZVPD.

ORCA input file:
```
! wB97M-V def2-TZVPD RIJCOSX def2/J DEFGRID3
* xyz -1 1
In 0.1582 1.1502 0.9268
O 2.1441 4.8520 1.0698
C 1.7008 3.7407 0.8226
O 0.6513 3.2031 1.3092
C 2.4828 2.8805 -0.1767
C 3.7178 3.3684 -0.6591
C 4.4463 2.5890 -1.4992
C 3.9455 1.3260 -1.8935
C 4.6509 0.4667 -2.7678
C 4.1174 -0.7344 -3.1351
C 2.8457 -1.1157 -2.6578
C 2.1406 -0.3035 -1.8172
C 2.6883 0.9267 -1.3967
N 1.9890 1.7183 -0.5246
H 4.0349 4.3437 -0.3229
H 5.4076 2.9173 -1.8783
H 5.6181 0.7846 -3.1395
H 4.6595 -1.3898 -3.8051
H 2.4111 -2.0532 -2.9820
H 1.1435 -0.5681 -1.4922
O 2.0724 -4.6020 1.5800
C 1.9071 -3.4306 2.3797
C 0.5892 -2.6815 2.1404
C -0.5653 -3.6109 2.5550
O -1.8435 -3.0000 2.6108
C 0.5805 -1.4444 3.0426
Se 1.8481 -0.0093 2.5731
C 0.5224 -2.3301 0.6495
Se -0.8993 -1.0947 0.0725
H 2.2898 -4.3171 0.6879
H 2.7375 -2.7353 2.2235
H 1.9468 -3.7744 3.4161
H -0.3646 -3.9894 3.5620
H -0.5776 -4.4737 1.8788
H -1.9318 -2.4113 1.8434
H 0.8132 -1.7437 4.0673
H -0.4238 -1.0267 3.0527
H 0.3784 -3.2387 0.0633
H 1.4685 -1.8733 0.3523
O -3.8633 2.2727 0.2030
C -2.7364 2.0868 0.6443
O -1.6559 1.9921 -0.0336
C -2.5820 1.9555 2.1575
C -3.6405 2.2427 3.0051
C -3.4390 2.1433 4.3696
C -2.1924 1.7625 4.8460
C -1.1909 1.4835 3.9344
N -1.3953 1.5741 2.6220
H -4.5825 2.5358 2.5655
H -4.2441 2.3640 5.0594
H -1.9921 1.6799 5.9051
H -0.1931 1.1811 4.2332
S 0.1190 1.7130 -3.9023
C -1.3276 0.8623 -3.7222
N -2.1687 1.0661 -2.7100
C -3.3617 0.2694 -2.4663
C -3.2004 -1.1122 -3.0740
C -2.8188 -0.9591 -4.5356
N -1.6747 -0.0717 -4.6429
H -1.8551 1.6652 -1.9507
H -4.2401 0.7699 -2.8886
H -3.5110 0.2222 -1.3894
H -4.1304 -1.6749 -2.9841
H -2.4157 -1.6484 -2.5367
H -3.6697 -0.5619 -5.1022
H -2.5517 -1.9211 -4.9762
H -0.9872 -0.2084 -5.3618
*
```

For the calculated total energy, the calculation gives -191334.1409 eV. The value obtained for the orbital gap is 7.52 eV.

---

[8]
Here is a cluster of 2 separate species, C3H3BrO in total from OMol25. Energies are from ωB97M-V/def2-TZVPD.

ORCA input file:
```
! wB97M-V def2-TZVPD RIJCOSX def2/J DEFGRID3
* xyz 0 1
C 0.2405 1.2461 0.0020
C -0.2754 0.1357 -0.5580
C -0.8374 -0.9705 0.2390
O -1.5834 -1.6525 0.7699
Br 1.6116 -2.0529 0.7885
H 0.6874 1.9390 -0.7787
H 0.0799 1.5948 1.0740
H 0.0767 -0.2398 -1.5367
*
```

For the calculated total energy, the calculation gives -75247.1587 eV. The value obtained for the orbital gap is 7.29 eV.